Record 1
C47H41N2NaO3P2S2 | ωB97M-V/def2-TZVPD

## Properties
F_max, eV Å⁻¹: 0.81
E_LUMO, eV: 0.21
Gap between HOMO and LUMO, eV: 7.42

Last column: Mulliken charge in e.
Geometry (Å):
Na (-0.01, -1.78, 0.44)  0.590
C (1.09, 5.80, 2.02)  -1.783
C (0.77, 4.41, 2.60)  1.967
C (0.61, 4.52, 4.13)  -1.660
C (-0.54, 3.90, 2.00)  0.893
C (-1.71, 4.66, 2.05)  -0.619
C (-2.93, 4.17, 1.60)  -1.497
C (-3.00, 2.88, 1.09)  0.108
C (-1.87, 2.09, 1.00)  -0.110
P (-1.85, 0.30, 0.54)  1.810
C (-3.24, 0.15, -0.64)  0.199
C (-3.97, -1.04, -0.73)  -0.879
C (-4.86, -1.25, -1.78)  -0.811
C (-5.03, -0.27, -2.75)  -0.575
C (-4.32, 0.92, -2.67)  -0.780
C (-3.43, 1.12, -1.62)  -0.719
C (-2.55, -0.38, 2.11)  0.625
C (-3.91, -0.42, 2.41)  -0.240
C (-4.34, -0.91, 3.63)  -0.744
C (-3.42, -1.35, 4.58)  -0.661
C (-2.07, -1.30, 4.29)  -0.797
C (-1.64, -0.82, 3.06)  -0.244
C (-0.65, 2.64, 1.44)  -1.038
O (0.44, 1.81, 1.30)  0.080
C (1.69, 2.24, 1.64)  -0.729
C (2.72, 1.37, 1.27)  0.267
C (4.01, 1.69, 1.67)  -0.677
C (4.26, 2.87, 2.36)  -1.632
C (3.22, 3.74, 2.64)  -0.422
C (1.91, 3.45, 2.28)  0.737
P (2.25, -0.13, 0.30)  1.594
C (3.80, -1.11, 0.33)  0.056
C (4.96, -0.76, -0.38)  -0.142
C (6.10, -1.54, -0.28)  -0.754
C (6.11, -2.67, 0.52)  -0.531
C (4.97, -3.03, 1.23)  -0.608
C (3.82, -2.25, 1.13)  -0.353
C (2.30, 0.52, -1.43)  0.686
C (1.97, 1.84, -1.76)  -0.624
C (2.03, 2.28, -3.08)  -0.586
C (2.44, 1.42, -4.09)  -0.611
C (2.75, 0.10, -3.78)  -0.947
C (2.67, -0.35, -2.46)  -0.152
H (0.33, 6.53, 2.31)  0.405
H (1.13, 5.76, 0.93)  0.366
H (2.05, 6.16, 2.39)  0.397
H (-0.21, 5.19, 4.38)  0.412
H (1.53, 4.90, 4.59)  0.380
H (0.39, 3.54, 4.56)  0.348
H (-1.67, 5.66, 2.48)  0.356
H (-3.82, 4.78, 1.66)  0.388
H (-3.96, 2.47, 0.77)  0.509
H (-3.82, -1.82, 0.00)  0.546
H (-5.41, -2.18, -1.84)  0.439
H (-5.72, -0.44, -3.57)  0.411
H (-4.45, 1.68, -3.43)  0.424
H (-2.86, 2.05, -1.57)  0.452
H (-4.64, -0.07, 1.69)  0.364
H (-5.41, -0.94, 3.86)  0.422
H (-3.76, -1.74, 5.53)  0.378
H (-1.34, -1.67, 5.00)  0.461
H (-0.57, -0.79, 2.85)  0.315
H (4.82, 1.01, 1.44)  0.490
H (5.27, 3.11, 2.67)  0.391
H (3.44, 4.66, 3.17)  0.364
H (4.96, 0.12, -1.01)  0.553
H (6.99, -1.26, -0.84)  0.414
H (7.01, -3.28, 0.60)  0.393
H (4.96, -3.92, 1.85)  0.464
H (2.92, -2.55, 1.67)  -0.089
H (1.70, 2.55, -0.98)  0.337
H (1.78, 3.31, -3.31)  0.423
H (2.50, 1.76, -5.12)  0.393
H (3.06, -0.59, -4.56)  0.426
H (2.93, -1.37, -2.23)  0.553
C (-0.79, -6.90, 2.01)  -0.717
O (-0.08, -5.81, 2.63)  -0.327
C (-0.01, -4.60, 2.04)  0.523
S (-0.71, -4.36, 0.50)  -0.478
S (0.79, -3.42, 2.94)  -0.392
H (-0.80, -7.69, 2.75)  0.239
H (-0.27, -7.23, 1.11)  0.302
H (-1.80, -6.61, 1.74)  0.313
N (-1.33, -3.92, -6.70)  -0.340
C (-1.45, -2.60, -6.38)  0.184
O (-1.68, -1.74, -7.21)  -0.621
C (-1.28, -2.25, -4.93)  0.864
C (-1.46, -3.15, -3.89)  -1.060
C (-1.28, -2.71, -2.58)  -0.274
N (-0.91, -1.46, -2.28)  0.531
C (-0.75, -0.61, -3.29)  -0.412
C (-0.93, -0.95, -4.61)  -0.867
H (-1.41, -4.17, -7.67)  0.234
H (-1.02, -4.60, -6.04)  0.177
H (-1.78, -4.17, -4.06)  0.374
H (-1.44, -3.40, -1.76)  0.041
H (-0.47, 0.41, -3.01)  0.592
H (-0.80, -0.23, -5.41)  0.542

---

Record 2
C47H41N4O5PSSc | ωB97M-V/def2-TZVPD

## Properties
F_max, eV Å⁻¹: 3.23
Net charge: -1
E_LUMO, eV: 2.03
Gap between HOMO and LUMO, eV: 5.82

Last column: Mulliken charge in e.
Geometry (Å):
Sc (12.93, 10.08, 10.01)  -0.723
O (8.70, 9.32, 9.49)  -0.753
C (8.75, 8.54, 8.40)  0.468
C (7.58, 8.30, 7.63)  -0.603
C (7.68, 7.49, 6.50)  -0.368
C (8.90, 6.88, 6.19)  -0.525
C (10.00, 6.99, 6.96)  -1.190
C (9.96, 7.91, 8.06)  0.559
C (11.21, 8.21, 8.72)  0.706
O (11.12, 8.91, 9.86)  0.266
N (12.33, 7.84, 8.16)  -1.089
N (13.43, 8.34, 8.86)  0.922
C (14.60, 7.77, 8.95)  -0.578
C (15.66, 7.92, 9.90)  1.351
C (16.61, 6.81, 10.01)  -1.154
C (17.56, 6.92, 10.98)  -0.595
C (17.71, 8.07, 11.79)  -0.357
C (16.86, 9.10, 11.73)  -1.210
C (15.70, 8.98, 10.89)  0.493
O (14.73, 9.83, 10.99)  0.300
H (9.67, 9.24, 9.85)  0.202
H (6.61, 8.75, 7.88)  0.392
H (6.84, 7.47, 5.77)  0.314
H (8.91, 6.21, 5.32)  0.318
H (10.91, 6.48, 6.76)  0.498
H (14.79, 7.03, 8.13)  0.186
H (16.60, 5.93, 9.36)  0.366
H (18.37, 6.20, 11.13)  0.324
H (18.57, 8.04, 12.46)  0.413
H (17.00, 9.99, 12.36)  0.483
C (19.37, 9.31, 6.19)  -1.411
C (18.26, 9.95, 6.96)  1.256
C (18.49, 10.86, 8.00)  -0.884
C (17.42, 11.54, 8.63)  -0.216
C (16.15, 11.45, 8.14)  -0.109
C (15.90, 10.41, 7.20)  0.024
C (16.95, 9.69, 6.62)  -0.885
S (14.88, 12.58, 8.68)  1.174
O (15.20, 12.82, 10.05)  -0.659
O (14.74, 13.70, 7.77)  -0.723
N (13.54, 11.67, 8.63)  0.257
C (12.45, 11.91, 7.87)  0.675
C (12.40, 12.52, 6.58)  -0.641
C (11.18, 12.83, 6.00)  -0.453
C (10.01, 12.59, 6.76)  -0.793
C (10.08, 11.93, 7.99)  -0.314
N (11.29, 11.59, 8.46)  -0.024
H (19.18, 8.19, 6.02)  0.309
H (20.34, 9.45, 6.70)  0.349
H (19.40, 9.86, 5.20)  0.298
H (19.52, 11.04, 8.38)  0.232
H (17.66, 12.19, 9.50)  0.404
H (14.83, 10.22, 6.96)  0.212
H (16.80, 8.88, 5.87)  0.285
H (13.36, 12.70, 6.06)  0.365
H (11.14, 13.29, 4.99)  0.370
H (8.97, 12.90, 6.40)  0.253
H (9.23, 11.77, 8.64)  0.555
C (8.93, 7.98, 12.28)  -0.835
C (8.97, 7.62, 13.74)  0.458
C (7.82, 6.94, 14.20)  -0.682
C (7.67, 6.39, 15.46)  -0.977
C (8.72, 6.62, 16.37)  -0.526
C (9.87, 7.36, 16.00)  -0.420
C (10.01, 7.84, 14.69)  -0.028
P (11.53, 8.69, 14.16)  1.269
C (12.77, 8.11, 15.36)  0.257
C (12.89, 6.69, 15.27)  -0.777
C (13.62, 5.97, 16.19)  -0.766
C (14.38, 6.64, 17.15)  -0.542
C (14.27, 8.03, 17.23)  -0.748
C (13.53, 8.79, 16.30)  0.743
C (13.48, 10.31, 16.35)  -1.110
C (11.06, 10.45, 14.15)  0.723
C (10.00, 10.85, 14.96)  -0.716
C (9.60, 12.17, 15.00)  -0.966
C (10.27, 13.11, 14.15)  -0.331
C (11.35, 12.76, 13.38)  -1.361
C (11.71, 11.36, 13.25)  1.484
C (12.76, 10.99, 12.38)  -1.339
H (9.53, 8.87, 12.05)  -0.286
H (7.89, 8.16, 11.92)  0.430
H (9.31, 7.19, 11.62)  0.314
H (7.05, 6.77, 13.47)  0.426
H (6.80, 5.79, 15.74)  0.376
H (8.64, 6.32, 17.42)  0.361
H (10.70, 7.56, 16.67)  0.490
H (12.27, 6.16, 14.56)  0.463
H (13.64, 4.93, 16.16)  0.518
H (14.98, 6.12, 17.90)  0.352
H (14.86, 8.55, 17.97)  0.390
H (14.29, 10.67, 16.98)  0.430
H (12.49, 10.77, 16.62)  0.234
H (13.78, 10.73, 15.40)  0.141
H (9.62, 10.12, 15.61)  0.559
H (8.75, 12.51, 15.58)  0.413
H (9.81, 14.16, 14.15)  0.222
H (11.84, 13.52, 12.77)  0.512
H (13.41, 10.17, 12.67)  0.271
H (13.14, 11.90, 11.88)  0.253

---

Record 3
C47H41N7O6P2S2Sn | ωB97M-V/def2-TZVPD

## Properties
F_max, eV Å⁻¹: 0.66
E_LUMO, eV: -0.63
Gap between HOMO and LUMO, eV: 6.23

Last column: Mulliken charge in e.
Geometry (Å):
Sn (-0.01, 0.43, 1.21)  1.212
C (-5.09, 0.06, -0.46)  -1.188
N (-3.70, 0.57, -0.56)  1.067
P (-2.39, -0.54, -0.54)  0.450
C (-2.92, -1.72, -1.84)  0.655
C (-4.05, -2.54, -1.75)  -0.612
C (-4.42, -3.34, -2.82)  -1.001
C (-3.66, -3.35, -3.98)  -0.814
C (-2.54, -2.55, -4.08)  -1.020
C (-2.18, -1.74, -3.01)  -0.413
C (-2.48, -1.53, 1.08)  2.088
C (-2.58, -3.01, 0.83)  -1.070
C (-3.50, -3.78, 1.41)  -0.956
C (-4.60, -3.20, 2.18)  -0.649
C (-4.61, -1.91, 2.51)  -1.224
C (-3.44, -1.03, 2.21)  -0.556
P (-3.69, 2.24, -0.73)  1.065
C (-4.02, 2.51, -2.48)  0.485
C (-3.44, 1.72, -3.47)  0.009
C (-3.63, 2.01, -4.81)  -0.833
C (-4.42, 3.10, -5.17)  -0.517
C (-5.02, 3.88, -4.19)  -0.674
C (-4.81, 3.60, -2.85)  -0.955
C (-2.08, 3.01, -0.45)  -0.201
C (-2.14, 4.10, 0.57)  -0.412
C (-0.78, 4.62, 1.06)  -0.453
C (0.38, 4.39, 0.16)  -1.013
C (0.31, 3.49, -0.82)  -0.151
C (-0.92, 2.73, -1.06)  0.752
H (-5.35, -0.53, -1.34)  0.422
H (-5.79, 0.90, -0.38)  0.547
H (-5.21, -0.55, 0.43)  0.110
H (-4.65, -2.55, -0.85)  0.470
H (-5.30, -3.97, -2.74)  0.452
H (-3.95, -3.99, -4.81)  0.390
H (-1.94, -2.55, -4.98)  0.479
H (-1.28, -1.13, -3.09)  0.506
H (-1.83, -3.46, 0.18)  0.259
H (-3.49, -4.85, 1.24)  0.456
H (-5.44, -3.84, 2.45)  0.439
H (-5.45, -1.49, 3.05)  0.427
H (-3.77, -0.01, 2.04)  0.961
H (-2.85, 0.85, -3.18)  0.213
H (-3.18, 1.39, -5.57)  0.459
H (-4.58, 3.32, -6.22)  0.377
H (-5.64, 4.72, -4.48)  0.419
H (-5.28, 4.20, -2.08)  0.467
H (-2.91, 4.84, 0.34)  0.588
H (-0.83, 5.66, 1.38)  0.509
H (1.28, 4.98, 0.32)  0.476
H (1.15, 3.30, -1.47)  0.439
H (-0.87, 1.94, -1.80)  -0.040
C (3.05, -2.49, -3.03)  -0.669
C (3.21, -3.29, -1.90)  -0.706
C (2.44, -3.06, -0.77)  -0.507
C (1.50, -2.04, -0.78)  -0.811
C (1.36, -1.22, -1.89)  0.729
C (2.12, -1.46, -3.02)  -1.106
N (0.65, -1.76, 0.33)  1.746
N (0.59, -2.65, 1.20)  -0.859
C (-0.32, -2.37, 2.23)  -1.636
C (-0.30, -3.17, 3.30)  -0.812
C (-1.32, -3.04, 4.34)  -0.996
C (-2.25, -2.09, 4.28)  -1.197
C (-2.25, -1.02, 3.23)  -0.166
C (-1.26, -1.25, 2.07)  2.719
H (3.65, -2.68, -3.91)  0.420
H (3.95, -4.08, -1.89)  0.426
H (2.56, -3.66, 0.12)  0.508
H (0.66, -0.40, -1.85)  0.391
H (2.01, -0.82, -3.89)  0.453
H (0.47, -3.93, 3.38)  0.554
H (-1.34, -3.78, 5.13)  0.428
H (-3.04, -2.07, 5.02)  0.451
H (-2.17, -0.05, 3.72)  0.285
N (3.87, 5.39, 4.89)  -0.551
C (3.66, 4.20, 4.21)  1.121
C (2.50, 3.46, 4.41)  -0.874
C (2.31, 2.25, 3.76)  -0.455
C (3.29, 1.77, 2.90)  -0.570
C (4.46, 2.49, 2.69)  -0.317
C (4.64, 3.70, 3.34)  -0.855
S (3.00, 0.28, 2.00)  1.398
O (4.15, -0.57, 2.06)  -0.772
O (1.75, -0.27, 2.58)  -0.840
N (2.50, 0.68, 0.54)  -0.025
C (3.31, 1.14, -0.44)  0.027
N (4.62, 1.34, -0.23)  -0.471
C (5.35, 1.71, -1.28)  -0.352
C (4.81, 1.92, -2.54)  -0.999
C (3.44, 1.76, -2.63)  -0.231
N (2.68, 1.39, -1.61)  -0.102
H (3.06, 5.84, 5.26)  0.215
H (4.55, 6.02, 4.51)  0.206
H (1.74, 3.83, 5.09)  0.299
H (1.41, 1.68, 3.93)  0.593
H (5.22, 2.10, 2.03)  0.569
H (5.56, 4.26, 3.19)  0.316
H (6.41, 1.86, -1.09)  0.460
H (5.42, 2.21, -3.38)  0.417
H (2.92, 1.95, -3.57)  0.494
O (-4.65, 2.95, 0.14)  -0.898
S (-2.30, 3.43, 2.24)  0.924
O (-3.02, 4.26, 3.15)  -0.720
O (-2.46, 2.01, 2.31)  -0.327
O (-0.73, 3.78, 2.27)  -0.218

---

Record 4
C47H42N2O4P2Ti | ωB97M-V/def2-TZVPD

## Properties
F_max, eV Å⁻¹: 2.73
Net charge: -2
2S+1: 3
<S²>: 2.015
E_LUMO (alpha / beta), eV: 4.29 / 4.28
Gap between HOMO and LUMO (alpha / beta), eV: 4.09 / 4.54

Last column: Mulliken spin population.
Geometry (Å):
Ti (-0.09, -0.16, 0.16)  0.131
C (-1.85, 2.59, -0.45)  0.001
P (-1.46, 1.42, -2.11)  -0.010
C (-0.22, 2.85, -2.44)  -0.002
C (-0.77, 3.78, -3.34)  0.003
C (-0.12, 4.96, -3.64)  0.001
C (1.09, 5.27, -3.03)  0.000
C (1.63, 4.38, -2.12)  0.002
C (0.98, 3.18, -1.82)  -0.002
C (-0.70, 0.40, -3.63)  0.013
C (0.26, 0.93, -4.51)  -0.005
C (0.62, 0.33, -5.71)  0.000
C (0.04, -0.86, -6.11)  -0.001
C (-0.91, -1.42, -5.27)  0.002
C (-1.27, -0.80, -4.08)  0.000
C (-0.76, 2.69, 0.56)  0.007
C (-0.29, 3.82, 1.21)  0.004
C (0.69, 3.39, 2.14)  -0.004
C (0.78, 2.02, 2.02)  0.011
C (1.69, 1.05, 2.70)  -0.005
P (2.32, -0.16, 1.44)  -0.006
C (3.32, -1.32, 2.43)  -0.011
C (3.67, -1.14, 3.77)  0.004
C (4.42, -2.08, 4.45)  -0.001
C (4.85, -3.23, 3.80)  0.003
C (4.49, -3.44, 2.47)  -0.014
C (3.72, -2.51, 1.81)  -0.004
C (3.64, 0.79, 0.59)  0.015
C (4.50, 0.10, -0.27)  -0.015
C (5.43, 0.78, -1.04)  -0.002
C (5.52, 2.16, -0.97)  0.004
C (4.67, 2.86, -0.12)  -0.003
C (3.74, 2.18, 0.65)  0.011
N (-0.11, 1.59, 1.06)  0.014
H (-2.11, 3.59, -0.79)  0.001
H (-2.73, 2.18, 0.03)  0.000
H (-1.71, 3.53, -3.81)  -0.001
H (-0.56, 5.64, -4.37)  0.000
H (1.60, 6.20, -3.26)  0.000
H (2.57, 4.61, -1.63)  0.000
H (1.44, 2.50, -1.12)  0.006
H (0.77, 1.85, -4.24)  0.001
H (1.37, 0.80, -6.33)  0.000
H (0.32, -1.34, -7.03)  0.000
H (-1.39, -2.36, -5.54)  0.000
H (-2.03, -1.31, -3.49)  -0.004
H (-0.63, 4.83, 1.04)  0.000
H (1.25, 4.01, 2.84)  0.000
H (2.51, 1.56, 3.22)  0.000
H (1.14, 0.44, 3.43)  0.001
H (3.34, -0.25, 4.30)  0.000
H (4.68, -1.92, 5.49)  0.000
H (5.44, -3.97, 4.33)  0.000
H (4.80, -4.35, 1.96)  0.005
H (3.39, -2.70, 0.79)  0.040
H (4.43, -0.97, -0.34)  -0.002
H (6.08, 0.22, -1.71)  -0.002
H (6.23, 2.70, -1.60)  0.000
H (4.74, 3.94, -0.07)  0.000
H (3.06, 2.75, 1.27)  0.001
O (2.57, -0.41, -2.82)  0.055
C (1.68, -0.70, -1.84)  0.261
O (1.02, 0.27, -1.30)  0.085
C (1.46, -1.99, -1.37)  -0.083
C (2.04, -3.24, -1.70)  0.460
C (1.69, -4.36, -0.92)  0.024
C (0.86, -4.25, 0.18)  0.231
C (0.30, -2.98, 0.46)  0.278
N (0.54, -1.93, -0.36)  0.249
C (-0.50, -2.53, 1.61)  0.038
O (-0.97, -3.28, 2.47)  0.115
O (-0.65, -1.21, 1.60)  0.005
H (2.46, 0.54, -2.99)  0.002
H (2.72, -3.31, -2.53)  0.030
H (2.11, -5.33, -1.16)  0.024
H (0.64, -5.09, 0.82)  0.014
C (-3.39, -0.29, 0.97)  0.005
C (-3.30, -0.33, -0.57)  0.007
C (-3.67, -1.76, -0.98)  0.005
C (-1.78, -0.11, -1.06)  -0.016
C (-4.35, 0.60, -1.20)  0.008
C (-5.18, 1.42, -0.45)  0.002
C (-6.06, 2.32, -1.05)  0.000
C (-6.15, 2.39, -2.43)  -0.001
C (-5.36, 1.54, -3.20)  -0.002
C (-4.43, 0.70, -2.59)  0.001
H (-2.76, -1.07, 1.38)  0.004
H (-4.41, -0.46, 1.31)  0.000
H (-3.03, 0.66, 1.37)  -0.003
H (-2.97, -2.47, -0.53)  -0.003
H (-3.63, -1.89, -2.07)  0.000
H (-4.69, -2.01, -0.65)  0.001
H (-1.49, -0.97, -1.66)  0.017
H (-5.15, 1.39, 0.63)  0.000
H (-6.66, 2.98, -0.44)  0.000
H (-6.82, 3.09, -2.91)  0.000
H (-5.42, 1.57, -4.28)  0.000
H (-3.87, 0.02, -3.22)  -0.001